[1]
# C37H35N6O5ReS

A structure of composition C37H35N6O5ReS at a distorted geometry (ωB97M-V with the def2-TZVPD basis set, the Open Molecules 2025 dataset).

Output
DFT total energy: -71074.304 eV
ΔE to the lowest compared entry with this formula, charge and spin: 0.082 eV
Expectation value of S²: 3.798
LUMO (spin up / spin down): -2.85 / -4.37 eV
Frontier orbital gap (spin up / spin down): 7.451 / 6.181 eV
Total charge: +1
Multiplicity: 4
HOMO (spin up / spin down): -10.3 / -10.6 eV

Last column: Mulliken spin population.
CARTESIAN COORDINATES (ANGSTROEM)
1 Re 12.4603 15.1420 13.4135  2.50
2 O 11.9604 9.7952 13.3680  0.00
3 C 13.1936 9.9610 13.9102  0.00
4 C 13.9378 8.8207 14.1368  0.00
5 C 15.1526 8.9051 14.7716  0.00
6 C 15.6579 10.1419 15.2025  0.00
7 C 14.9481 11.2870 14.9111  0.01
8 C 13.7204 11.2307 14.2531  0.00
9 C 12.9948 12.4487 13.9663  0.02
10 O 13.6681 13.5649 13.9343  0.00
11 N 11.7012 12.3381 13.6823  -0.02
12 N 11.1535 13.5817 13.3499  -0.05
13 C 9.9254 13.6699 12.9966  0.04
14 C 9.2110 14.8683 12.6036  0.00
15 C 7.9214 14.6527 12.0821  0.02
16 C 7.2003 15.6509 11.4645  0.00
17 C 7.8630 16.8678 11.2499  0.02
18 C 9.1815 17.1019 11.7415  0.01
19 C 9.8589 16.1227 12.5159  0.07
20 O 11.0326 16.4103 13.0126  0.08
21 H 11.5346 10.6874 13.3351  0.00
22 H 13.5714 7.8882 13.7446  0.00
23 H 15.7894 8.0651 14.9526  0.00
24 H 16.5913 10.1853 15.7674  0.00
25 H 15.3017 12.2442 15.2777  0.00
26 H 9.3762 12.7373 13.0322  0.00
27 H 7.4975 13.6458 12.1736  0.00
28 H 6.2379 15.4613 11.0184  0.00
29 H 7.3941 17.6665 10.6380  0.00
30 H 9.7034 18.0135 11.5498  0.00
31 N 12.2581 15.0168 17.6901  0.01
32 C 11.6095 16.2371 17.5460  0.00
33 C 11.4774 16.4130 16.2185  0.01
34 N 11.9829 15.2926 15.5616  0.01
35 C 12.4139 14.4665 16.4824  0.02
36 H 12.5396 14.6027 18.5624  0.00
37 H 11.2678 16.7923 18.4101  0.00
38 H 10.9983 17.1747 15.6480  0.00
39 H 12.9191 13.5100 16.4113  0.00
40 C 17.9479 10.7712 6.9559  0.00
41 C 19.1300 11.2091 7.7999  0.00
42 O 20.2081 10.6943 7.7019  0.00
43 S 18.9824 12.6488 9.0369  0.00
44 C 17.2451 13.0918 9.0962  0.04
45 C 16.3894 12.2035 9.7066  -0.02
46 C 15.1134 12.5835 10.0428  0.04
47 C 14.6757 13.8950 9.7714  0.00
48 C 15.4830 14.7586 9.0614  0.05
49 C 16.7613 14.3422 8.7221  -0.02
50 C 13.5645 14.3891 10.5464  0.43
51 C 12.9376 14.7852 11.5266  -0.34
52 H 17.8371 9.7027 7.2250  0.00
53 H 18.2105 10.8656 5.9169  0.00
54 H 17.0140 11.2951 7.1615  0.00
55 H 16.8245 11.3301 10.1069  0.00
56 H 14.4206 11.9400 10.5468  0.00
57 H 15.1530 15.7402 8.8644  0.00
58 H 17.4295 15.0201 8.1776  0.00
59 C 15.6041 16.2371 17.8446  0.00
60 C 15.2691 17.7110 17.5856  0.00
61 N 16.2965 18.4326 16.8302  0.00
62 C 17.3666 18.9873 17.7060  0.00
63 C 18.7724 18.5587 17.2972  0.00
64 C 16.1010 19.0593 15.6322  0.00
65 O 16.8051 20.0098 15.2979  0.00
66 C 15.1617 18.5396 14.5660  -0.02
67 C 14.9713 19.4101 13.4739  0.02
68 C 14.1675 19.0223 12.4286  -0.01
69 C 13.5778 17.7695 12.4707  0.01
70 N 13.7376 16.9337 13.5027  0.03
71 C 14.5465 17.3037 14.5126  -0.02
72 H 14.8269 15.7525 18.4213  0.00
73 H 16.5376 16.1243 18.4773  0.00
74 H 15.9391 15.7176 16.9127  0.00
75 H 15.0870 18.2318 18.5277  0.00
76 H 14.3490 17.7152 17.0124  0.00
77 H 17.1180 18.6833 18.7311  0.00
78 H 17.3172 20.0868 17.6686  0.00
79 H 18.9246 17.4741 17.2972  0.00
80 H 19.5843 19.0064 17.8835  0.00
81 H 18.9769 18.9356 16.2258  0.00
82 H 15.4816 20.3427 13.4582  0.00
83 H 14.0706 19.6421 11.5587  0.00
84 H 12.8172 17.4944 11.7506  0.01
85 H 14.5698 16.6211 15.3477  0.04

=====

[2]
# C37H36BBr2F2N5OSSr

A structure of composition C37H36BBr2F2N5OSSr at a distorted geometry (ωB97M-V with the def2-TZVPD basis set, the Open Molecules 2025 dataset).

Output
DFT total energy: -206320.907 eV
ΔE to the lowest compared entry with this formula, charge and spin: 2.982 eV
LUMO: 0.04 eV
Frontier orbital gap: 6.204 eV
Total charge: 0
Multiplicity: 1
HOMO: -6.2 eV

Last column: Mulliken charge in e.
CARTESIAN COORDINATES (ANGSTROEM)
1 Sr -1.2477 -0.2303 -0.7465  0.97
2 C 0.1961 -3.4137 0.3484  -2.21
3 C -0.9710 -2.7848 -0.3822  1.09
4 C -2.1135 -2.3744 0.3560  0.76
5 C -2.0835 -2.4405 1.8681  -2.46
6 C -3.2851 -1.9237 -0.3226  1.56
7 C -4.5575 -1.8006 0.4844  -2.28
8 C -3.2261 -1.6560 -1.7174  1.39
9 C -4.3867 -1.0647 -2.4837  -1.96
10 C -2.0223 -1.9317 -2.4390  0.23
11 C -1.9174 -1.4893 -3.8936  -2.08
12 C -0.9447 -2.6038 -1.7972  2.18
13 C 0.2103 -3.1640 -2.5991  -2.18
14 H 0.8678 -2.6514 0.7556  0.15
15 H 0.7811 -4.0492 -0.3097  0.45
16 H -0.1517 -4.0200 1.1833  0.48
17 H -2.2957 -3.4511 2.2271  0.40
18 H -2.8152 -1.7698 2.3107  0.49
19 H -1.0992 -2.1484 2.2328  0.36
20 H -4.6332 -2.6394 1.1748  0.48
21 H -5.4392 -1.8142 -0.1466  0.45
22 H -4.5931 -0.8827 1.0719  0.29
23 H -4.1783 -0.0242 -2.7609  0.07
24 H -5.3026 -1.0635 -1.9036  0.36
25 H -4.5684 -1.6155 -3.4059  0.39
26 H -2.3480 -2.2423 -4.5585  0.39
27 H -0.8867 -1.3248 -4.1971  0.35
28 H -2.4506 -0.5548 -4.0644  0.39
29 H 0.3769 -4.2038 -2.3204  0.43
30 H 1.1386 -2.6220 -2.4220  0.32
31 H -0.0008 -3.1479 -3.6642  0.51
32 Br 5.0529 -4.9971 5.8877  -0.19
33 C 5.5059 -3.7381 4.5595  0.10
34 C 6.2551 -2.6290 4.8962  -0.51
35 C 6.5868 -1.7066 3.9033  -0.23
36 C 6.1393 -1.8791 2.6130  -0.05
37 C 5.4071 -3.0089 2.2792  0.16
38 C 5.0922 -3.9469 3.2497  -0.58
39 N 6.6501 -0.9550 1.5839  -0.76
40 N 5.8789 -0.4485 0.7472  -0.13
41 C 4.4302 -0.4114 0.8745  -0.23
42 C 3.7142 -0.3080 2.0408  -0.68
43 C 2.3196 -0.1618 2.0450  -0.83
44 C 1.5922 -0.1468 0.8639  -0.66
45 O 0.3101 -0.0669 0.8172  -0.36
46 C 2.3283 -0.2369 -0.3739  0.46
47 N 1.5865 -0.2227 -1.5344  0.58
48 C 2.2281 -0.2552 -2.6708  -0.67
49 C 3.6332 -0.3151 -2.7658  -0.94
50 C 4.3754 -0.3680 -1.6287  -0.85
51 C 3.7292 -0.3271 -0.3637  1.15
52 H 6.5934 -2.4872 5.9139  0.41
53 H 7.1934 -0.8381 4.1379  0.40
54 H 5.0894 -3.1604 1.2543  0.39
55 H 4.5276 -4.8337 2.9930  0.42
56 H 4.2274 -0.2959 2.9897  0.44
57 H 1.7774 -0.0521 2.9764  0.55
58 H 1.6256 -0.2205 -3.5742  0.47
59 H 4.1022 -0.3294 -3.7411  0.44
60 H 5.4548 -0.4319 -1.6626  0.49
61 S -3.2774 2.6241 -3.6432  -0.36
62 C -2.7447 4.0317 -2.8708  0.07
63 N -1.4718 4.4787 -3.0211  0.00
64 C -0.9292 5.5710 -2.4263  -0.33
65 C -1.6855 6.3557 -1.6261  -0.55
66 C -3.0302 5.9714 -1.4302  -0.19
67 C -3.5469 4.8595 -2.0280  -0.61
68 H -0.8627 3.8645 -3.5521  0.31
69 H 0.1201 5.7363 -2.6231  0.39
70 H -1.2565 7.2251 -1.1510  0.41
71 H -3.6680 6.5729 -0.7916  0.39
72 H -4.5766 4.5618 -1.8873  0.48
73 Br -4.7785 1.8209 -0.1294  -0.11
74 C -3.6793 2.5786 1.2359  0.22
75 C -4.2282 3.4884 2.1277  -0.69
76 C -3.3625 4.0422 3.0555  -0.28
77 C -2.0231 3.6781 3.0489  -0.94
78 C -1.5992 2.7499 2.1201  -0.20
79 N -2.4269 2.1989 1.2224  0.40
80 H -5.2773 3.7465 2.0899  0.47
81 H -3.7342 4.7566 3.7803  0.39
82 H -1.3177 4.1050 3.7491  0.46
83 H -0.5671 2.4299 2.0623  0.40
84 F 0.7713 2.6690 -2.1460  -0.23
85 B -0.2000 2.3627 -1.1418  -0.21
86 F -0.1069 3.4012 -0.2135  -0.19

=====

[3]
# C37H36BrLiN3OTe

A structure of composition C37H36BrLiN3OTe at a distorted geometry (ωB97M-V with the def2-TZVPD basis set, the Open Molecules 2025 dataset).

Output
DFT total energy: -123011.989 eV
Expectation value of S²: 0.774
LUMO (spin up / spin down): 0.08 / 0.07 eV
Frontier orbital gap (spin up / spin down): 5.295 / 7.397 eV
Total charge: 0
Multiplicity: 2
HOMO (spin up / spin down): -5.2 / -7.3 eV

Last column: Mulliken spin population.
CARTESIAN COORDINATES (ANGSTROEM)
1 Li -0.4433 0.4461 -0.6615  -0.02
2 Br -6.1214 -4.2867 -0.0331  0.00
3 C -4.4747 -3.3696 -0.2960  0.09
4 C -4.2804 -2.1160 0.2688  -0.05
5 C -3.0777 -1.4761 0.0827  0.08
6 C -2.0267 -2.0652 -0.6513  -0.12
7 C -2.2818 -3.3236 -1.2428  0.10
8 C -3.4856 -3.9645 -1.0628  -0.04
9 N -0.8553 -1.3783 -0.7099  0.19
10 C 0.2383 -1.8824 -1.2685  0.25
11 C 1.4468 -1.1793 -1.3249  0.09
12 C 2.5838 -1.7979 -1.9167  0.04
13 C 3.7809 -1.1483 -1.9718  0.03
14 C 3.8556 0.1456 -1.4305  0.16
15 C 2.7118 0.6829 -0.8817  0.01
16 N 1.5315 0.0901 -0.8082  0.16
17 H -5.0635 -1.6582 0.8554  0.00
18 H -2.9046 -0.4950 0.5023  0.02
19 H -1.5308 -3.8006 -1.8537  0.02
20 H -3.6553 -4.9362 -1.5045  0.00
21 H 0.2444 -2.8863 -1.6911  0.06
22 H 2.4721 -2.7948 -2.3175  0.00
23 H 4.6490 -1.6081 -2.4222  0.00
24 H 4.7724 0.7111 -1.4563  0.01
25 H 2.7593 1.6867 -0.4682  -0.06
26 C 1.5795 9.2241 0.6167  0.00
27 C 1.2249 7.7755 0.4744  0.00
28 C 1.8613 6.9772 -0.4645  0.00
29 C 1.5510 5.6341 -0.5974  0.00
30 C 2.2047 4.8226 -1.6762  0.00
31 C 0.6051 5.0686 0.2531  0.00
32 Te 0.2549 2.9914 -0.0412  -0.02
33 N -1.6248 3.4560 -0.4859  0.00
34 C -2.0304 2.5727 -1.3686  0.00
35 O -1.3691 1.5235 -1.6175  0.00
36 C -3.2843 2.8446 -2.0974  0.00
37 C -4.0593 1.7926 -2.5742  0.00
38 C -5.1950 2.0612 -3.3148  0.00
39 C -5.5405 3.3677 -3.6161  0.00
40 C -4.7757 4.4141 -3.1282  0.00
41 C -3.6567 4.1574 -2.3603  0.00
42 C 0.3684 2.5098 2.0291  0.00
43 C -0.6421 1.8787 2.7503  0.01
44 C -1.9933 1.6031 2.1697  0.00
45 C -0.4125 1.5219 4.0756  0.00
46 C 0.7993 1.7715 4.6947  0.00
47 C 1.0558 1.3820 6.1159  0.00
48 C 1.7964 2.3916 3.9535  0.00
49 C 1.6053 2.7600 2.6332  0.00
50 C 2.7223 3.4619 1.9277  0.00
51 C -0.0880 5.8616 1.1672  0.00
52 C -1.1843 5.2905 2.0086  0.00
53 C 0.2333 7.2081 1.2620  0.00
54 H 2.3701 9.4999 -0.0775  0.00
55 H 1.9183 9.4344 1.6314  0.00
56 H 0.7088 9.8485 0.4180  0.00
57 H 2.6050 7.4091 -1.1166  0.00
58 H 2.7155 5.4777 -2.3777  0.00
59 H 1.4559 4.2462 -2.2262  0.00
60 H 2.9416 4.1287 -1.2677  0.00
61 H -3.7677 0.7742 -2.3579  0.00
62 H -5.7977 1.2451 -3.6828  0.00
63 H -6.4051 3.5712 -4.2319  0.00
64 H -5.0362 5.4340 -3.3648  0.00
65 H -3.0482 4.9590 -1.9720  0.00
66 H -1.9807 1.6780 1.0851  0.00
67 H -2.7172 2.3229 2.5569  0.00
68 H -2.3299 0.6079 2.4577  0.00
69 H -1.2124 1.0468 4.6285  0.00
70 H 0.1329 1.1483 6.6388  0.00
71 H 1.5654 2.1832 6.6458  0.00
72 H 1.7010 0.5055 6.1444  0.00
73 H 2.7481 2.5986 4.4182  0.00
74 H 3.6668 3.2857 2.4386  0.00
75 H 2.5352 4.5361 1.9097  0.00
76 H 2.8175 3.1170 0.8996  0.00
77 H -1.6933 4.5092 1.4449  0.00
78 H -1.9034 6.0671 2.2646  0.00
79 H -0.7848 4.8711 2.9331  0.00
80 H -0.3065 7.8285 1.9647  0.00